Record 1
Density functional theory data (ωB97M-V/def2-TZVPD) for C46H112FeLiN10O14 as an isolated structure at a distorted geometry.

Structure (XYZ):
```
184
C46H112FeLiN10O14 ωB97M-V/def2-TZVPD
H -1.50286 1.75158 3.54540
H -3.58683 -4.99634 -2.44119
H -3.52268 -1.83185 -0.50773
H -5.68530 2.95394 4.51846
C 3.89349 3.44697 -1.48503
H -5.03490 1.43375 -1.29493
H 4.64815 1.17032 1.10436
H 0.51799 7.27936 -2.27376
H -0.60169 1.89143 7.16682
C -3.30323 5.61990 2.08686
C 4.31890 0.15973 2.93266
H 4.43211 -0.54691 0.87498
C -2.95224 3.38707 -3.06669
H 6.56807 -7.56335 0.09153
O 1.16307 2.57839 0.86385
C -3.43945 5.78541 -2.97074
H -0.93020 -3.47212 3.36857
C -0.16443 -1.18524 -0.58858
H 2.53686 -4.82097 -2.94978
H 1.32689 0.04367 7.70576
H -0.89469 -1.05801 3.74888
H 0.66987 -0.17837 -4.12189
H 5.49601 -5.20667 0.79595
H -1.94755 -0.81846 0.58504
H -4.32823 5.66620 -2.35109
H -0.91810 -7.96744 -4.67459
H -0.58067 -2.05540 -3.81085
C -0.99782 -0.39856 0.28825
H 2.29189 -1.21516 6.92718
O 6.76669 -5.57863 -0.72285
H -4.00606 7.61586 3.89823
H 0.76795 -3.40322 2.90310
O 3.62575 -2.06281 2.72660
H -6.32287 2.72942 6.15337
C -0.51827 -0.58558 -5.92471
H -2.42841 6.21404 2.35105
N 1.03541 -0.62980 3.09288
N -1.03275 1.79865 4.43808
H -3.93338 3.17911 -2.63983
C -1.42779 2.42640 6.69833
H -2.12725 -2.49337 -2.15966
H 1.96130 -1.97959 -6.17103
C 5.53019 -5.09366 -0.28764
H 6.20741 -1.72263 -0.74431
O -0.45278 -1.62228 -6.90125
C -1.30146 -7.95522 -3.65431
C -3.28716 2.56255 4.94574
H 4.35015 2.69561 -0.84081
O -1.45125 1.41281 1.56246
H -4.13709 3.12582 0.64699
H -1.93776 3.62090 0.73305
H -5.63628 7.09113 3.95592
H 0.27881 4.27598 -1.44968
H 7.41099 -6.48930 1.15227
H 0.12410 -6.30125 -0.07613
H 2.77068 -1.33023 -4.86490
H 4.63555 -3.85184 2.73437
H 4.74425 3.99819 -1.88559
H 5.25647 -3.69535 -1.85539
O 0.52978 -0.66636 5.97479
C 5.18400 -3.68865 -0.76782
Li 1.17840 -2.68033 -2.32927
N 0.30311 -2.23878 -4.26406
N 5.06727 1.08443 3.67774
C -4.38617 -1.79224 -1.17174
H 3.41040 2.85343 -2.26120
C -2.01119 1.82544 5.46253
H 3.75291 -3.04306 0.53953
H -4.61785 4.12439 -0.72887
O 2.15064 -1.27931 -1.47341
O -4.30798 2.59574 5.96966
H -0.26463 -2.57314 5.56207
H -0.40922 -5.44434 -3.21517
H -1.45588 -0.57675 -5.36890
H -0.70120 2.75167 4.48209
C 0.49198 -1.86850 5.21693
H -3.00856 3.37317 -4.15515
H 2.27403 4.75237 -2.83904
N -2.08171 4.50278 0.26222
H -0.47249 -4.74884 -0.67698
H 2.31215 -0.28580 -6.19608
H 4.42106 1.56065 4.29070
C 4.36469 -1.27026 3.61283
H 0.72140 -1.58960 7.77550
H -1.64300 2.53836 -1.54898
C 6.13814 -2.66700 -0.20443
H -2.43173 0.83622 5.64334
C -0.60459 0.79108 0.79525
C 1.63419 0.79114 -0.40327
O -4.54393 6.31166 2.46770
H 0.89887 -6.42550 -3.90888
H 1.14460 -4.94608 0.16530
H -3.92367 0.77093 -0.13574
C -0.05048 6.36099 -2.12695
H -3.64578 1.90646 4.15262
N 1.95854 -4.51282 -2.18121
C -4.38651 4.14036 0.33618
N -2.84263 -2.51911 -2.87217
C -3.30983 5.13715 0.62181
H 3.90436 -1.27524 4.60084
N -2.24070 0.99194 -2.69072
C -4.83550 0.54907 -0.69022
Fe 2.10387 4.44387 1.10721
H -2.22213 2.39860 7.44422
C -4.10581 -2.82055 -2.31511
H -0.39576 5.53690 0.16309
H 3.26358 -3.74810 3.88662
C 0.75163 1.41237 0.45578
H -3.28210 4.72527 2.70918
H -1.00675 6.67267 -1.70686
N 3.85643 -3.25252 -0.44307
C 7.25350 -6.71585 0.09777
H -4.33147 5.95770 4.46594
H 4.70781 -5.75788 -0.55334
H -0.62267 2.29240 -4.43118
C -5.54203 3.21402 5.56723
O -4.61296 -0.45852 -1.68598
C 2.20361 5.05875 -1.79535
H 0.75458 6.56715 0.17737
O -0.30526 -7.55099 -2.67854
H 3.26341 0.43070 2.90794
H -1.74140 -2.24448 -8.54033
C 0.53675 -0.90781 -4.92083
H -2.52271 -1.89231 -7.01356
H -0.26156 6.00038 -3.13368
H -2.10388 -7.21830 -3.62040
H 0.75977 -0.52644 2.12674
H 0.24809 2.01955 -2.92806
H -5.54025 4.30302 5.61381
H 1.91884 -1.11549 3.03164
C 0.29032 -6.25724 -3.02036
O -0.45661 -2.24125 -1.23311
C 0.71945 5.26552 -1.32822
H 1.76220 -6.62584 -1.60384
H -3.42023 6.09030 0.10469
H -1.86116 -8.83153 -3.32729
H 5.93733 -2.44974 0.84466
C 3.62603 -3.47385 2.89590
H 2.80836 5.96551 -1.78330
H -3.52706 -4.26674 -0.83946
H -4.95274 -2.80876 -3.00117
H 0.07602 -2.80412 -5.06961
H -4.99618 -4.66652 -1.58030
C 1.31892 -0.60536 -0.85199
H -1.96135 -0.59440 -7.97673
H -3.62756 5.78732 -4.04439
H 8.05763 -7.15248 -0.49453
C -0.16343 -2.83738 2.92443
H -2.89891 6.72378 -2.84678
H 2.97165 -3.98561 2.19021
H -5.19768 -2.08789 -0.50679
H -0.45246 0.40145 -6.38250
H -1.56482 0.39906 -2.23055
C -1.85049 2.37236 -2.60609
H -1.15532 3.46960 6.53836
H -3.13898 0.84632 -2.25255
H 5.40218 -1.58850 3.71504
C 4.90205 0.19530 1.52026
H -5.70194 0.40407 -0.04497
H -0.58667 -2.63949 1.93965
C 1.19294 -5.72432 -1.83035
O 2.83302 4.20782 -0.82540
H 5.41149 1.85955 3.12928
C -0.55951 2.59152 -3.38493
H 7.17174 -3.01305 -0.20027
C 1.95634 -1.08592 -5.54699
H -5.34498 4.49604 0.71424
C -1.69457 -1.60282 -7.66046
C -4.02573 -4.22542 -1.80782
H 2.59544 1.20577 -0.66874
H -2.10849 4.33296 -0.73304
N 0.60666 5.57670 0.04613
C 1.27477 -0.89120 7.14773
H -2.96437 -1.56507 -3.18054
H 3.58116 -2.40552 -0.91945
C -4.62687 6.73113 3.75696
O -2.54366 4.66570 -2.71851
H 2.62073 -4.29225 -1.45118
C 0.41998 -5.35868 -0.53669
H -0.15254 3.60148 -3.33522
C 0.07297 -1.55946 3.76463
H 5.97778 0.02166 1.49264
H 1.50362 -2.26976 5.15656
H -3.18450 3.61290 4.67311
```

LUMO level (alpha / beta) in hartree: -0.181 / -0.189
Frontier orbital gap (alpha / beta) in eV: 5.02 / 4.80
Multiplicity: 5
HOMO (alpha / beta) in eV: -9.9522 / -9.9483
DFT total energy in Ha: -4691.5706
Charge: +1

These are the Löwdin partial charges, in e, on atoms 1 to 5: number 1, H, carries 0.0240; number 2, H, carries 0.0740; number 3, H, carries 0.1012; number 4, H, carries 0.0768; number 5, C, carries -0.0316

Record 2
Density functional theory data (ωB97M-V/def2-TZVPD) for a 13-piece molecular cluster, C46H117BN9O20 overall at a distorted geometry.

Structure (XYZ):
```
193
C46H117BN9O20 ωB97M-V/def2-TZVPD
H -4.16544 4.77436 -2.17947
H 6.72578 1.58769 3.85925
C 3.42379 -0.50789 -4.92420
H 6.11802 5.51637 3.07289
O 5.48355 -1.49354 -1.83936
H 1.59495 2.19527 -3.15688
C 2.75301 -3.50528 4.17268
H -5.24280 0.16663 0.73531
N -5.01537 4.23370 -2.10591
C 0.85029 4.19955 4.86568
C -1.59567 0.30850 0.98234
H 1.92001 -2.49088 -8.37562
H 2.83036 -1.69504 3.06134
C 5.49975 -7.52646 0.55773
O -2.61649 0.53562 4.45740
H -0.78975 3.04030 -4.64233
H -6.21758 3.71702 2.33864
H 4.64026 -1.94905 -1.89368
H -9.98555 4.20734 -0.80817
C 5.71658 2.43977 1.71749
H 2.87270 -1.31830 4.75926
C -4.33833 -3.09879 -0.54106
H -5.21091 2.32695 -1.47922
H 0.83507 4.23516 2.65689
N -7.69496 3.19724 -1.36311
H 3.35838 -6.05689 0.97313
C -8.28895 1.35249 0.29728
C 2.33074 -7.49889 2.30537
C 6.72336 0.22244 -1.21807
H 0.72723 -3.28901 3.23775
O 3.29688 -0.72664 -6.35759
H 0.40987 -2.08025 -8.54180
H -0.85134 4.57341 -3.87665
C 2.03305 -0.32891 -6.82070
H -4.68763 4.54592 2.19999
H -3.86272 -2.19799 -0.92895
O 0.80926 -4.78906 4.73223
H 5.65867 -6.48321 0.28481
C 1.82528 -0.49490 -8.33542
C 3.23639 -7.11922 1.18453
C -0.01086 -4.97863 -1.62724
H 2.59829 -0.96992 -4.38274
C 3.19784 -2.05331 4.02296
H 6.73909 1.11890 -0.59821
H -0.92834 -4.44655 5.71843
O -2.73912 0.76489 0.96309
H 0.30520 -4.24843 -2.37223
H -4.90618 3.93964 -3.06596
H 0.28104 -4.54655 -0.67005
H 1.21403 4.86045 5.65244
C -10.00011 3.17286 -0.46503
H -4.81072 0.90004 2.77303
C 5.61386 4.79790 2.42657
O 1.18479 -0.63522 -0.71658
H 5.10359 2.75970 0.87487
H -3.93233 1.89930 5.51229
H -8.10950 2.91159 -2.23870
B 0.46738 -0.73778 0.60716
H 0.64098 -7.05847 0.92749
H 7.25891 0.25725 -2.16679
H -1.74336 -3.29044 -0.91349
H -3.42515 2.45455 3.99600
H -10.37562 2.42883 -1.16755
C -8.49302 2.86992 -0.21337
N 3.89882 0.85693 2.29057
H -6.46453 -0.71217 -0.14125
N 1.33983 -1.77863 -8.79537
H -2.35515 0.46430 -3.99462
O 2.71611 -2.09623 -1.75738
C -2.28445 -4.22266 -0.75134
O 6.42429 3.59153 2.25872
H 0.70314 2.58645 -0.55311
O -0.61210 2.16670 2.34976
H 4.36292 -3.99391 3.05534
H 2.66573 6.63124 2.26262
C 1.15533 -3.48456 4.22091
H 1.18612 6.32742 1.57710
O 0.72277 0.44049 1.44131
C -6.31184 -0.04411 0.70639
N -0.60371 4.21834 4.99393
H -1.37266 -0.59574 -4.91344
C -0.66942 -5.05380 4.85108
H -8.66025 0.63529 -0.43474
H -0.77001 5.15878 4.66527
N 2.74811 -7.19356 3.65059
C 1.01175 -6.78712 1.91592
O -0.98972 -0.74343 0.35273
C 0.98184 0.50151 -9.09459
C -4.46015 3.47750 0.12587
H 1.90543 0.71704 -6.54179
H -8.79784 1.19646 1.24849
H 2.91100 -7.70684 0.32608
H 1.58345 5.02410 -4.35971
H 5.40317 1.08734 4.82795
H 1.76077 3.92093 -6.34646
H -4.27337 -2.97291 0.53969
C 5.81019 0.99751 3.82079
H -3.01902 1.80733 -1.52013
H -5.41481 -3.00554 -0.68458
H -5.35167 0.01877 4.30256
H -0.63571 0.34845 -3.70780
C 5.30272 -0.29013 -1.17441
N 1.71748 3.28068 -5.56652
H 3.47499 -6.63421 3.22766
O -5.64504 4.29449 0.43954
C -5.72131 4.55801 1.85435
O 1.13276 6.16831 3.59153
H 4.67770 0.42696 -1.70661
H -5.71537 1.71012 3.86623
H 1.72105 3.84791 0.02583
H 2.17005 -8.57564 2.25174
H 5.40454 5.31437 1.48980
H 0.82970 -2.69942 4.90327
O -6.83893 1.23667 0.44718
H 4.33438 2.46286 3.40712
O 2.49582 -3.50250 0.82575
H -2.30969 -4.46793 0.31040
H 0.53775 -5.89684 -1.83702
H 2.27958 2.53463 4.83502
H -1.92009 0.75762 3.83503
C -1.75116 -1.36797 -2.90472
O 0.94318 -1.97624 1.19778
H 0.88397 -5.74277 2.20071
H -1.27621 -4.78873 3.98525
H 3.13307 -3.78814 5.15433
H 6.43363 -7.99308 0.87115
H -3.64619 -1.67757 -3.15322
H -2.33713 3.41659 -1.79605
C -4.95511 0.92914 3.85303
H -3.28407 2.62788 -3.05688
H 0.75424 0.30020 -10.14138
H 1.43080 7.89398 2.55676
H 4.98376 -0.43125 -0.14172
H 1.38985 1.51195 -9.11981
H -10.46335 3.04264 0.51300
H 5.28577 -8.05830 -0.36934
C 1.28496 2.76341 5.21775
H 1.34513 2.50652 6.27534
C -3.66555 1.53055 4.52186
H -1.03864 3.52081 4.40708
H -7.14255 2.35312 -1.41218
H 0.00364 0.75115 -8.68361
C -0.40654 1.12323 1.72904
H 0.33182 -7.20222 2.65989
H 2.85514 3.41430 -3.16666
H 2.95082 -3.98567 2.38289
H 2.98613 1.27229 2.16988
H -2.17406 -4.26529 -2.83900
C 4.91080 1.72824 2.84483
N 3.41687 -4.30736 3.21920
H 2.40739 4.62782 3.40981
H -1.05978 -5.05562 -3.32124
C -1.53198 -0.24313 -3.89443
C 1.23495 3.99178 -4.39075
C 1.32752 4.76106 3.47483
H 4.28654 -2.02329 4.06675
H 5.90146 -0.05989 3.57246
H -4.32022 2.61723 0.78043
H 2.65223 2.91019 -5.47124
H -0.78199 -1.86570 -2.87222
H 4.26804 -1.04044 -4.48632
C 1.59971 3.15287 -0.80501
H 6.42394 1.68726 1.36896
H 2.22491 -6.37158 3.91650
H -0.43381 4.31679 -5.65251
H -0.95154 -6.06950 5.12833
H -1.85190 -1.00868 -1.88058
H 4.72161 4.61568 3.02556
H 2.79772 -0.36242 -8.80966
H 3.74168 0.21104 3.05099
H -6.64988 -0.53006 1.62164
H -8.21004 3.49084 0.63662
O 4.58314 -7.64682 1.59791
H 1.22073 -0.85641 -6.32071
N -1.97441 -5.25024 -2.93954
H 0.63202 2.02830 4.74723
C 1.83993 -2.49730 0.47522
H 3.39481 0.56546 -4.73667
H 2.36870 2.40590 -1.00195
C 1.77469 3.27030 -3.16666
O -2.85864 -2.22654 -3.15109
H 7.34838 -0.35139 -0.53384
H -6.30304 5.42113 2.17796
O 1.22161 3.81256 -2.02008
C -3.20128 2.77837 -1.98050
H -1.52761 -6.24475 -1.07517
C 1.99129 -1.75130 -0.82596
O -3.67477 -4.25912 -1.07704
C -0.28716 4.00720 -4.61774
C 1.60944 6.82401 2.45020
C -4.48911 3.12939 -1.32691
H -3.53985 4.04277 0.27285
C -1.52107 -5.26118 -1.54490
```

LUMO level (alpha / beta) in hartree: -0.039 / -0.221
Frontier orbital gap (alpha / beta) in eV: 7.28 / 2.32
Multiplicity: 2
HOMO (alpha / beta) in eV: -8.3313 / -8.3313
DFT total energy in Ha: -3844.9324

These are the Löwdin partial charges, in e, on atoms 1 to 5: number 1, H, carries 0.0655; number 2, H, carries 0.0847; number 3, C, carries -0.0691; number 4, H, carries 0.0845; number 5, O, carries -0.0831